# 1
Entry from the Open Molecules 2025 dataset: 3 unconnected molecules or ions with the total composition C11H30NO2P in a non-equilibrium geometry (wB97M-V/def2-TZVPD).

## Properties
Spin multiplicity: 1
Gap between HOMO and LUMO, eV: 8.788
Largest force on an atom, eV Å⁻¹: 1.4
Highest occupied orbital energy, eV: -8.16
SMILES: CC(C)=N[PH4].CCOCC.CCOCC

Each line ends with the Mulliken charge.
CARTESIAN COORDINATES (ANGSTROEM)
C1 2.509 1.057 -1.938  -0.864
C2 1.542 2.223 -1.922  0.640
C3 2.086 3.582 -2.320  -1.301
N1 0.351 2.028 -1.525  -0.281
P1 -1.061 2.832 -2.344  0.003
H1 2.653 0.728 -0.906  0.101
H2 3.481 1.312 -2.348  0.393
H3 2.039 0.230 -2.460  0.205
H4 3.163 3.574 -2.436  0.380
H5 1.634 3.932 -3.251  0.329
H6 1.794 4.293 -1.550  0.332
H7 -1.742 1.612 -2.299  0.011
H8 -1.223 3.738 -1.261  0.041
H9 -0.321 3.070 -3.521  0.017
H10 -2.214 3.459 -2.984  0.038
C4 -0.836 -1.513 -1.495  -0.429
C5 -1.436 -2.894 -1.297  -0.663
O1 -1.785 -3.179 0.048  -0.441
C6 -2.749 -2.319 0.629  0.178
C7 -4.086 -2.315 -0.092  -1.309
H11 0.050 -1.386 -0.871  0.064
H12 -0.549 -1.373 -2.538  0.488
H13 -1.537 -0.720 -1.235  0.055
H14 -0.707 -3.655 -1.574  0.340
H15 -2.302 -3.039 -1.953  0.355
H16 -2.354 -1.300 0.710  -0.093
H17 -2.889 -2.681 1.648  0.438
H18 -4.000 -1.943 -1.114  0.275
H19 -4.793 -1.673 0.435  0.437
H20 -4.498 -3.324 -0.138  0.297
C8 -0.089 0.395 1.791  -0.967
C9 0.444 -0.990 2.120  -0.183
O2 1.852 -1.101 1.995  -0.441
C10 2.619 -0.250 2.824  -0.319
C11 2.385 -0.452 4.312  -1.129
H21 0.204 0.686 0.780  0.075
H22 -1.178 0.409 1.855  0.417
H23 0.289 1.157 2.476  0.441
H24 0.028 -1.712 1.417  0.154
H25 0.122 -1.309 3.119  0.283
H26 2.460 0.800 2.550  0.282
H27 3.658 -0.481 2.586  0.396
H28 1.359 -0.217 4.600  0.265
H29 3.047 0.197 4.885  0.400
H30 2.582 -1.487 4.591  0.289



# 2
Entry from the Open Molecules 2025 dataset: a molecular structure, C13H18Cl2F7MnN5O4S4 (wB97M-V/def2-TZVPD).

## Properties
Spin multiplicity: 2
Gap between HOMO and LUMO (alpha / beta), eV: 7.981 / 7.432
Largest force on an atom, eV Å⁻¹: 0.7
Highest occupied orbital energy (alpha / beta), eV: -14.78 / -14.23
Expectation value of S²: 0.78
Net charge: +2

Each line ends with the Mulliken spin population.
CARTESIAN COORDINATES (ANGSTROEM)
Mn1 -0.711 -1.838 0.205  0.998
Cl1 0.225 -1.384 2.500  0.000
C1 -1.421 -1.371 3.178  0.000
Cl2 -2.577 -1.041 1.866  -0.004
H1 -1.489 -0.584 3.929  0.000
H2 -1.635 -2.360 3.580  0.000
F1 -0.457 -0.043 -0.289  0.014
C2 6.521 2.980 -0.040  0.000
C3 5.118 3.439 -0.169  0.000
C4 4.717 4.734 -0.414  0.000
C5 3.351 5.024 -0.510  0.000
N1 2.425 4.057 -0.376  0.000
C6 2.823 2.842 -0.122  0.000
S1 1.666 1.494 -0.006  -0.001
N2 4.133 2.519 -0.016  0.000
C7 2.849 6.391 -0.788  0.000
H3 7.207 3.791 -0.262  0.000
H4 6.718 2.154 -0.724  0.000
H5 6.708 2.632 0.978  0.000
H6 5.455 5.512 -0.530  0.000
H7 4.383 1.557 0.192  0.000
H8 3.651 7.120 -0.824  0.000
H9 2.126 6.674 -0.023  0.000
H10 2.323 6.390 -1.745  0.000
S2 0.319 2.352 1.285  0.000
C8 -1.031 2.689 0.166  -0.001
N3 -2.193 2.163 0.462  0.000
C9 -3.370 2.357 -0.385  0.000
C10 -2.901 2.574 -1.815  0.000
C11 -1.900 3.717 -1.863  0.000
N4 -0.848 3.468 -0.874  0.000
H11 -2.206 1.443 1.173  0.001
H12 -3.948 3.204 -0.005  0.000
H13 -3.980 1.458 -0.299  0.000
H14 -3.752 2.806 -2.455  0.000
H15 -2.438 1.658 -2.185  0.000
H16 -2.375 4.673 -1.628  0.000
H17 -1.425 3.797 -2.841  0.000
H18 0.065 3.895 -0.979  0.000
F2 2.036 -5.586 -0.327  0.001
C12 1.337 -4.824 0.487  0.003
F3 1.775 -3.552 0.383  -0.001
F4 1.506 -5.223 1.739  0.000
S3 -0.462 -4.851 0.062  -0.003
O1 -0.993 -3.699 0.836  -0.003
O2 -0.962 -6.110 0.450  0.000
N5 -0.388 -4.531 -1.460  0.003
S4 -1.166 -3.448 -2.277  -0.007
O3 -1.985 -3.950 -3.307  -0.001
O4 -1.757 -2.404 -1.413  0.002
C13 0.274 -2.547 -3.002  0.001
F5 0.922 -1.954 -1.965  -0.001
F6 -0.140 -1.597 -3.829  0.000
F7 1.116 -3.345 -3.621  0.000



# 3
Entry from the Open Molecules 2025 dataset: a molecular structure, C36H32ClFeN4P in a non-equilibrium geometry (wB97M-V/def2-TZVPD).

## Properties
Spin multiplicity: 6
Gap between HOMO and LUMO (alpha / beta), eV: 8.304 / 6.272
Largest force on an atom, eV Å⁻¹: 1.2
Highest occupied orbital energy (alpha / beta), eV: -16.47 / -16.85
Expectation value of S²: 8.76
Net charge: +3

Each line ends with the Mulliken spin population.
CARTESIAN COORDINATES (ANGSTROEM)
Fe1 -0.090 0.907 -0.080  4.335
C1 2.407 0.912 0.915  0.018
N1 1.928 1.287 -0.450  0.084
C2 2.168 2.708 -0.797  0.002
C3 0.971 3.609 -0.585  0.013
C4 1.135 4.982 -0.658  0.000
C5 0.030 5.803 -0.508  0.004
C6 -1.212 5.222 -0.281  0.003
C7 -1.296 3.850 -0.219  0.015
N2 -0.228 3.045 -0.376  0.058
C8 2.342 0.353 -1.521  0.024
C9 1.330 0.449 -2.634  0.002
C10 1.674 0.400 -3.968  0.002
C11 0.665 0.474 -4.923  0.002
C12 -0.649 0.605 -4.508  0.003
C13 -0.917 0.660 -3.152  0.016
N3 0.049 0.578 -2.229  0.040
C14 1.568 1.588 1.978  -0.005
C15 2.109 2.455 2.899  -0.012
C16 1.261 2.974 3.880  0.009
C17 -0.072 2.600 3.896  0.001
C18 -0.547 1.748 2.914  0.027
N4 0.253 1.253 1.963  0.027
H1 3.470 1.119 1.059  0.001
H2 2.271 -0.171 0.995  0.004
H3 2.449 2.751 -1.851  0.000
H4 3.025 3.079 -0.231  0.001
H5 2.118 5.398 -0.835  0.001
H6 0.135 6.878 -0.565  0.000
H7 -2.101 5.823 -0.155  0.000
H8 -2.252 3.372 -0.047  0.000
H9 2.344 -0.657 -1.102  -0.004
H10 3.354 0.568 -1.870  0.002
H11 2.712 0.303 -4.257  0.001
H12 0.910 0.436 -5.976  0.000
H13 -1.460 0.675 -5.218  0.001
H14 -1.931 0.770 -2.790  0.001
H15 3.161 2.703 2.877  0.001
H16 1.642 3.652 4.633  0.000
H17 -0.743 2.962 4.662  0.001
H18 -1.584 1.434 2.884  0.002
Cl1 -2.639 0.791 -0.116  0.067
C19 -3.095 -0.898 -0.540  -0.001
C20 -4.390 -1.071 -0.970  0.002
C21 -4.778 -2.368 -1.297  0.002
C22 -3.881 -3.421 -1.187  0.001
C23 -2.586 -3.198 -0.744  0.006
C24 -2.164 -1.910 -0.402  0.032
P1 -0.516 -1.625 0.258  0.069
C25 -0.594 -1.854 2.037  0.033
C26 0.580 -1.798 2.798  0.018
C27 0.515 -1.867 4.178  -0.006
C28 -0.719 -1.975 4.813  0.017
C29 -1.886 -2.019 4.065  -0.006
C30 -1.828 -1.954 2.678  0.012
C31 0.569 -2.822 -0.522  0.014
C32 1.198 -3.834 0.206  0.022
C33 1.970 -4.781 -0.455  -0.006
C34 2.107 -4.727 -1.833  0.019
C35 1.461 -3.736 -2.567  -0.006
C36 0.693 -2.788 -1.917  0.021
H19 -5.078 -0.240 -1.049  -0.001
H20 -5.789 -2.544 -1.638  0.000
H21 -4.194 -4.424 -1.446  0.001
H22 -1.894 -4.027 -0.659  0.001
H23 1.551 -1.731 2.321  0.002
H24 1.424 -1.852 4.765  0.000
H25 -0.766 -2.038 5.892  0.000
H26 -2.844 -2.120 4.558  0.000
H27 -2.747 -2.010 2.109  0.001
H28 1.070 -3.909 1.277  0.002
H29 2.449 -5.569 0.109  0.000
H30 2.704 -5.471 -2.344  0.000
H31 1.545 -3.719 -3.645  0.000
H32 0.155 -2.049 -2.501  0.001



- Which of these has the highest largest force on an atom?
  C11H30NO2P



- The highest spin multiplicity belongs to which entry?
  C36H32ClFeN4P



What did the first record say?
Entry from the Open Molecules 2025 dataset: 3 unconnected molecules or ions with the total composition C11H30NO2P in a non-equilibrium geometry (wB97M-V/def2-TZVPD).

## Properties
Spin multiplicity: 1
Gap between HOMO and LUMO, eV: 8.788
Largest force on an atom, eV Å⁻¹: 1.4
Highest occupied orbital energy, eV: -8.16
SMILES: CC(C)=N[PH4].CCOCC.CCOCC

Each line ends with the Mulliken charge.
CARTESIAN COORDINATES (ANGSTROEM)
C1 2.509 1.057 -1.938  -0.864
C2 1.542 2.223 -1.922  0.640
C3 2.086 3.582 -2.320  -1.301
N1 0.351 2.028 -1.525  -0.281
P1 -1.061 2.832 -2.344  0.003
H1 2.653 0.728 -0.906  0.101
H2 3.481 1.312 -2.348  0.393
H3 2.039 0.230 -2.460  0.205
H4 3.163 3.574 -2.436  0.380
H5 1.634 3.932 -3.251  0.329
H6 1.794 4.293 -1.550  0.332
H7 -1.742 1.612 -2.299  0.011
H8 -1.223 3.738 -1.261  0.041
H9 -0.321 3.070 -3.521  0.017
H10 -2.214 3.459 -2.984  0.038
C4 -0.836 -1.513 -1.495  -0.429
C5 -1.436 -2.894 -1.297  -0.663
O1 -1.785 -3.179 0.048  -0.441
C6 -2.749 -2.319 0.629  0.178
C7 -4.086 -2.315 -0.092  -1.309
H11 0.050 -1.386 -0.871  0.064
H12 -0.549 -1.373 -2.538  0.488
H13 -1.537 -0.720 -1.235  0.055
H14 -0.707 -3.655 -1.574  0.340
H15 -2.302 -3.039 -1.953  0.355
H16 -2.354 -1.300 0.710  -0.093
H17 -2.889 -2.681 1.648  0.438
H18 -4.000 -1.943 -1.114  0.275
H19 -4.793 -1.673 0.435  0.437
H20 -4.498 -3.324 -0.138  0.297
C8 -0.089 0.395 1.791  -0.967
C9 0.444 -0.990 2.120  -0.183
O2 1.852 -1.101 1.995  -0.441
C10 2.619 -0.250 2.824  -0.319
C11 2.385 -0.452 4.312  -1.129
H21 0.204 0.686 0.780  0.075
H22 -1.178 0.409 1.855  0.417
H23 0.289 1.157 2.476  0.441
H24 0.028 -1.712 1.417  0.154
H25 0.122 -1.309 3.119  0.283
H26 2.460 0.800 2.550  0.282
H27 3.658 -0.481 2.586  0.396
H28 1.359 -0.217 4.600  0.265
H29 3.047 0.197 4.885  0.400
H30 2.582 -1.487 4.591  0.289